Record 1
{
  "formula": "C22H34BaClN6O3PSbSe4",
  "method": "wB97M-V/def2-TZVPD",
  "symbols": ["Ba", "Se", "Sb", "Se", "Se", "Se", "C", "N", "C", "N", "C", "N", "C", "P", "C", "C", "H", "H", "H", "H", "H", "H", "H", "H", "H", "H", "H", "H", "H", "C", "C", "N", "C", "N", "C", "C", "C", "N", "C", "H", "H", "H", "H", "H", "H", "H", "H", "H", "H", "H", "H", "H", "C", "C", "C", "C", "Cl", "C", "C", "C", "O", "C", "C", "O", "O", "H", "H", "H", "H", "H", "H", "H", "H"],
  "xyz": [[-1.69, -0.32, 0.54], [-3.93, -0.04, 5.38], [-1.77, 0.27, 4.35], [-1.00, -1.78, 3.10], [-1.82, 2.01, 2.44], [0.05, 1.03, 5.84], [3.06, 2.06, 3.87], [1.78, 1.97, 3.11], [1.72, 3.08, 2.09], [2.87, 3.04, 1.22], [4.10, 3.10, 2.01], [4.20, 2.03, 2.99], [4.37, 0.72, 2.35], [2.94, 0.24, 1.24], [1.62, 0.64, 2.47], [2.85, 1.87, 0.34], [3.07, 1.24, 4.58], [3.04, 3.00, 4.42], [1.00, 2.04, 3.84], [1.70, 4.02, 2.65], [0.79, 2.96, 1.54], [4.12, 4.06, 2.53], [4.95, 3.05, 1.33], [4.49, -0.04, 3.12], [5.29, 0.74, 1.76], [1.56, -0.12, 3.25], [0.66, 0.64, 1.95], [1.93, 1.87, -0.25], [3.69, 1.93, -0.36], [-5.89, -4.33, 0.25], [-5.93, -2.81, 0.25], [-4.58, -2.29, 0.21], [-3.51, -3.00, -0.28], [-2.33, -2.50, -0.10], [-1.18, -3.21, -0.60], [-1.51, -3.99, -1.87], [-2.69, -4.90, -1.57], [-3.78, -4.14, -0.98], [-5.09, -4.77, -0.97], [-6.89, -4.75, 0.21], [-5.39, -4.68, 1.16], [-6.42, -2.43, 1.15], [-6.50, -2.46, -0.61], [-4.33, -1.60, 0.90], [-0.80, -3.88, 0.18], [-0.38, -2.48, -0.80], [-0.65, -4.57, -2.20], [-1.78, -3.28, -2.66], [-2.38, -5.71, -0.90], [-3.06, -5.35, -2.50], [-4.95, -5.85, -0.96], [-5.64, -4.51, -1.88], [2.54, 4.29, -2.44], [2.52, 2.86, -2.90], [3.68, 2.20, -3.26], [3.65, 0.88, -3.68], [5.13, 0.09, -4.11], [2.45, 0.20, -3.76], [1.28, 0.85, -3.40], [1.30, 2.17, -2.97], [0.21, 2.88, -2.60], [-1.04, 2.24, -2.58], [-1.16, 1.10, -1.56], [-0.20, 0.90, -0.77], [-2.25, 0.48, -1.56], [3.54, 4.71, -2.51], [2.19, 4.38, -1.41], [1.86, 4.90, -3.05], [4.63, 2.73, -3.21], [2.43, -0.83, -4.09], [0.34, 0.31, -3.45], [-1.32, 1.85, -3.56], [-1.76, 3.00, -2.29]],
  "lowdin_charge": [1.55, -0.30, -0.34, -0.29, -0.25, -0.18, -0.15, -0.12, -0.14, -0.14, -0.19, -0.15, -0.34, 1.05, -0.37, -0.33, 0.12, 0.14, 0.02, 0.14, 0.08, 0.13, 0.13, 0.09, 0.08, 0.05, -0.03, 0.07, 0.08, -0.16, -0.17, 0.08, -0.39, -0.26, -0.26, -0.15, -0.16, -0.04, -0.16, 0.11, 0.13, 0.13, 0.12, 0.12, 0.12, 0.10, 0.11, 0.12, 0.13, 0.12, 0.12, 0.12, -0.02, -0.21, -0.09, -0.68, 0.63, -0.10, 0.00, -0.25, -0.02, -0.08, -0.76, -0.29, -0.26, 0.08, 0.08, 0.09, 0.11, 0.10, 0.12, 0.14, 0.15],
  "total_charge": -1,
  "lumo_ev": 1.755,
  "homo_ev": -3.7
}



Record 2
{
  "formula": "C29H23N2O2PRhS2",
  "method": "wB97M-V/def2-TZVPD",
  "symbols": ["Rh", "C", "O", "C", "C", "C", "C", "C", "C", "N", "N", "C", "C", "O", "C", "C", "C", "C", "C", "C", "C", "C", "H", "H", "H", "H", "H", "H", "H", "H", "H", "H", "H", "H", "H", "S", "P", "S", "C", "C", "C", "C", "C", "C", "C", "C", "C", "C", "C", "C", "H", "H", "H", "H", "H", "H", "H", "H", "H", "H"],
  "xyz": [[-0.51, 1.05, 1.47], [-1.06, -0.95, 4.35], [-0.14, -0.49, 3.37], [0.86, -1.30, 2.95], [1.04, -2.62, 3.32], [2.13, -3.34, 2.84], [3.05, -2.75, 1.99], [2.89, -1.44, 1.59], [1.78, -0.70, 2.03], [1.54, 0.60, 1.66], [2.34, 1.17, 0.85], [2.30, 2.43, 0.45], [1.20, 3.33, 0.80], [0.24, 2.95, 1.54], [1.23, 4.65, 0.26], [2.25, 5.08, -0.53], [3.31, 4.22, -0.93], [4.33, 4.64, -1.80], [5.32, 3.77, -2.20], [5.33, 2.45, -1.72], [4.36, 2.02, -0.85], [3.33, 2.89, -0.43], [-0.54, -1.18, 5.29], [-1.62, -1.82, 4.01], [-1.75, -0.12, 4.51], [0.35, -3.10, 3.99], [2.25, -4.37, 3.13], [3.90, -3.31, 1.63], [3.58, -0.97, 0.92], [0.43, 5.31, 0.54], [2.25, 6.09, -0.90], [4.31, 5.65, -2.16], [6.08, 4.10, -2.88], [6.11, 1.78, -2.04], [4.37, 1.01, -0.48], [-0.42, 0.34, -1.00], [-2.17, -0.55, -0.50], [-2.63, -0.13, 1.43], [-3.55, 0.02, -1.54], [-4.75, -0.67, -1.50], [-5.83, -0.18, -2.20], [-5.72, 1.00, -2.93], [-4.52, 1.69, -2.95], [-3.42, 1.20, -2.26], [-1.94, -2.34, -0.72], [-2.00, -2.84, -2.02], [-1.82, -4.19, -2.23], [-1.56, -5.04, -1.16], [-1.46, -4.52, 0.12], [-1.64, -3.17, 0.35], [-4.83, -1.58, -0.93], [-6.78, -0.71, -2.17], [-6.57, 1.38, -3.47], [-4.43, 2.61, -3.50], [-2.48, 1.73, -2.27], [-2.21, -2.17, -2.84], [-1.87, -4.59, -3.24], [-1.46, -6.10, -1.33], [-1.24, -5.18, 0.95], [-1.58, -2.76, 1.35]],
  "lowdin_charge": [0.75, -0.08, -0.21, -0.23, -0.01, -0.06, -0.07, 0.00, -0.19, -0.04, 0.12, -0.15, -0.30, -0.11, 0.02, 0.03, -0.16, -0.02, -0.06, -0.05, -0.01, -0.10, 0.11, 0.09, 0.09, 0.11, 0.11, 0.11, 0.10, 0.12, 0.13, 0.12, 0.11, 0.11, 0.10, 0.41, 0.19, 0.40, -0.40, -0.09, -0.06, -0.06, -0.06, -0.10, -0.40, -0.08, -0.06, -0.06, -0.06, -0.10, 0.12, 0.11, 0.11, 0.11, 0.07, 0.11, 0.11, 0.11, 0.11, 0.07],
  "total_charge": 1,
  "lumo_ev": [-4.879, -4.879],
  "homo_ev": [-10.4, -10.4]
}



Record 3
{
  "formula": "C33H45N5O3PPdS",
  "method": "wB97M-V/def2-TZVPD",
  "symbols": ["Pd", "N", "C", "S", "N", "N", "C", "C", "C", "C", "C", "C", "N", "H", "H", "H", "H", "H", "H", "H", "O", "C", "C", "O", "O", "C", "C", "C", "C", "C", "C", "C", "C", "C", "C", "C", "C", "H", "H", "H", "H", "H", "H", "H", "H", "H", "H", "H", "C", "C", "C", "C", "P", "N", "C", "C", "C", "C", "C", "C", "C", "C", "H", "H", "H", "H", "H", "H", "H", "H", "H", "H", "H", "H", "H", "H", "H", "H", "H", "H", "H", "H", "H", "H", "H", "H", "H", "H", "H"],
  "xyz": [[-0.05, 0.22, 0.52], [0.85, 1.10, 4.79], [0.36, 0.86, 3.56], [1.32, -0.19, 2.53], [-0.80, 1.43, 3.29], [-1.21, 1.22, 2.02], [-2.42, 1.49, 1.71], [-2.88, 1.23, 0.33], [-4.00, 1.87, -0.18], [-4.34, 1.65, -1.51], [-3.58, 0.78, -2.27], [-2.48, 0.17, -1.67], [-2.14, 0.38, -0.40], [1.69, 0.64, 5.09], [0.33, 1.67, 5.42], [-3.09, 1.90, 2.46], [-4.57, 2.53, 0.45], [-5.19, 2.16, -1.94], [-3.82, 0.56, -3.30], [-1.85, -0.51, -2.23], [-1.40, -1.78, 2.14], [-2.07, -2.96, 2.02], [-1.05, -3.14, -0.89], [-1.89, -3.82, -1.29], [-0.20, -2.44, -0.52], [-1.30, -4.18, 2.18], [-0.14, -4.15, 2.97], [0.65, -5.28, 3.15], [0.30, -6.48, 2.54], [-0.85, -6.53, 1.76], [-1.64, -5.41, 1.58], [-3.51, -2.76, 1.98], [-4.44, -3.69, 1.49], [-5.80, -3.44, 1.55], [-6.28, -2.26, 2.10], [-5.38, -1.32, 2.57], [-4.02, -1.55, 2.50], [-0.47, -1.93, 2.36], [0.14, -3.25, 3.51], [1.52, -5.22, 3.78], [0.92, -7.36, 2.68], [-1.13, -7.46, 1.28], [-2.49, -5.49, 0.93], [-4.11, -4.60, 1.02], [-6.49, -4.18, 1.15], [-7.35, -2.08, 2.16], [-5.74, -0.40, 3.01], [-3.33, -0.82, 2.90], [0.62, 1.88, -3.70], [2.05, 1.44, -3.33], [2.16, -0.05, -3.73], [3.06, 2.27, -4.12], [2.24, 1.59, -1.47], [1.35, 0.33, -0.84], [1.57, 3.23, -0.83], [2.02, 4.44, -1.65], [0.03, 3.14, -0.82], [2.00, 3.40, 0.63], [4.02, 1.30, -0.97], [4.59, 0.14, -1.80], [4.06, 0.84, 0.50], [4.89, 2.54, -1.18], [0.45, 1.62, -4.75], [0.47, 2.95, -3.60], [-0.13, 1.35, -3.10], [1.67, -0.18, -4.69], [1.67, -0.71, -3.01], [3.19, -0.38, -3.84], [2.83, 2.16, -5.19], [4.08, 1.93, -3.98], [3.01, 3.33, -3.89], [1.61, 4.44, -2.66], [3.10, 4.54, -1.71], [1.64, 5.34, -1.15], [-0.42, 3.20, -1.80], [-0.37, 3.95, -0.20], [-0.26, 2.18, -0.37], [3.06, 3.56, 0.75], [1.70, 2.55, 1.25], [1.49, 4.29, 1.02], [3.95, -0.74, -1.76], [5.55, -0.14, -1.36], [4.77, 0.40, -2.84], [3.40, 0.00, 0.67], [3.81, 1.62, 1.21], [5.08, 0.51, 0.72], [4.84, 2.93, -2.20], [5.93, 2.25, -0.99], [4.66, 3.35, -0.50]],
  "mulliken_spin": [1.26, 0.02, -0.05, 0.29, 0.03, 0.10, 0.03, -0.03, 0.00, 0.01, 0.00, 0.00, 0.05, 0.00, 0.00, 0.01, 0.00, 0.00, 0.00, 0.00, 0.07, 0.28, -0.01, 0.01, 0.00, 0.04, 0.11, -0.06, 0.11, -0.06, 0.15, 0.01, 0.16, -0.07, 0.13, -0.08, 0.13, -0.02, 0.02, 0.00, 0.01, 0.00, 0.02, 0.02, 0.00, 0.01, 0.00, 0.03, 0.02, 0.06, 0.02, 0.00, -0.11, 1.16, -0.01, 0.00, 0.14, 0.01, 0.08, -0.01, 0.01, 0.00, 0.00, 0.00, -0.01, 0.00, -0.01, 0.00, 0.00, 0.00, 0.00, 0.00, 0.00, 0.00, 0.00, 0.00, -0.09, 0.00, -0.01, 0.00, 0.00, 0.00, 0.00, 0.00, 0.00, 0.00, 0.00, 0.00, 0.00],
  "de_lowest_kj_mol": 0.0,
  "multiplicity": 5,
  "total_charge": 1,
  "lumo_ev": [-2.879, -4.409],
  "homo_ev": [-8.3, -10.8]
}



Record 4
{
  "formula": "C2H7FN",
  "method": "wB97M-V/def2-TZVPD",
  "symbols": ["C", "C", "N", "F", "H", "H", "H", "H", "H", "H", "H"],
  "xyz": [[0.09, 0.31, -0.86], [-1.55, -0.69, 1.19], [1.35, 0.13, -0.23], [-0.72, -0.23, 2.10], [0.05, -0.24, -1.78], [-0.57, 1.10, -0.56], [-1.32, -1.61, 0.82], [-2.57, -0.36, 1.21], [1.07, 0.82, 0.62], [2.29, 0.49, -0.65], [1.36, -0.87, -0.01]],
  "nbo_charge": [-0.22, 0.14, -0.76, -0.32, 0.21, 0.23, 0.14, 0.18, 0.49, 0.47, 0.46],
  "de_lowest_kj_mol": 377.7,
  "total_charge": 1,
  "lumo_ev": [-5.351, -4.092],
  "homo_ev": [-13.1, -14.5]
}



Record 5
{
  "formula": "C13H52N26O13",
  "method": "wB97M-V/def2-TZVPD",
  "symbols": ["C", "O", "N", "N", "H", "H", "H", "H", "C", "O", "N", "N", "H", "H", "H", "H", "C", "O", "N", "N", "H", "H", "H", "H", "C", "O", "N", "N", "H", "H", "H", "H", "C", "O", "N", "N", "H", "H", "H", "H", "C", "O", "N", "N", "H", "H", "H", "H", "C", "O", "N", "N", "H", "H", "H", "H", "C", "O", "N", "N", "H", "H", "H", "H", "C", "O", "N", "N", "H", "H", "H", "H", "C", "O", "N", "N", "H", "H", "H", "H", "C", "O", "N", "N", "H", "H", "H", "H", "C", "O", "N", "N", "H", "H", "H", "H", "C", "O", "N", "N", "H", "H", "H", "H"],
  "xyz": [[-2.68, 3.46, 3.04], [-2.81, 2.26, 2.81], [-2.29, 4.42, 2.15], [-2.68, 3.93, 4.33], [-1.82, 4.22, 1.27], [-2.62, 5.35, 2.38], [-2.80, 4.93, 4.34], [-3.06, 3.32, 5.03], [4.42, -3.80, 0.62], [4.79, -4.45, -0.35], [3.10, -3.75, 0.92], [5.20, -3.10, 1.45], [2.41, -4.13, 0.29], [2.69, -2.98, 1.44], [4.72, -2.45, 2.08], [6.19, -3.03, 1.28], [-3.50, -2.40, -2.14], [-4.12, -3.41, -1.83], [-3.17, -2.00, -3.38], [-3.23, -1.41, -1.25], [-3.32, -2.62, -4.16], [-2.88, -1.04, -3.52], [-3.57, -1.48, -0.30], [-2.43, -0.81, -1.42], [-2.26, 2.23, -4.40], [-1.10, 2.62, -4.51], [-2.80, 1.81, -3.22], [-3.24, 2.42, -5.31], [-3.74, 2.10, -3.06], [-2.19, 1.61, -2.44], [-2.90, 2.98, -6.08], [-4.14, 1.99, -5.24], [2.84, 2.25, -3.03], [3.79, 1.95, -3.76], [2.36, 3.50, -2.99], [2.08, 1.34, -2.38], [2.80, 4.13, -3.64], [1.80, 3.88, -2.24], [2.43, 0.43, -2.63], [1.51, 1.55, -1.58], [2.41, -2.09, -2.97], [1.21, -1.87, -3.10], [3.42, -1.22, -3.29], [2.89, -3.28, -2.55], [4.39, -1.47, -3.30], [3.14, -0.40, -3.81], [2.32, -4.11, -2.52], [3.89, -3.23, -2.43], [-4.96, 1.32, 0.14], [-4.81, 0.33, 0.83], [-6.13, 1.73, -0.43], [-3.99, 2.24, -0.09], [-6.93, 1.16, -0.65], [-6.40, 2.70, -0.54], [-4.13, 3.16, -0.47], [-3.12, 2.19, 0.41], [-0.46, 4.63, -1.15], [-1.15, 4.04, -0.30], [0.14, 5.81, -0.96], [-0.43, 4.09, -2.40], [0.69, 6.14, -1.73], [0.44, 6.15, -0.06], [0.02, 4.74, -3.03], [-0.47, 3.13, -2.71], [-0.20, -4.99, -1.18], [0.88, -4.90, -0.58], [-1.08, -6.00, -1.01], [-0.56, -4.05, -2.04], [-1.69, -6.23, -1.78], [-0.70, -6.70, -0.39], [-1.49, -3.82, -2.35], [0.11, -3.29, -2.01], [-0.27, 0.19, -0.48], [-0.86, 0.74, -1.42], [0.62, -0.87, -0.45], [-0.47, 0.52, 0.80], [0.74, -1.30, 0.46], [0.82, -1.39, -1.29], [-1.12, 1.27, 0.99], [-0.35, -0.18, 1.52], [3.98, -0.43, 3.12], [3.74, -1.62, 3.35], [3.46, 0.14, 2.02], [4.59, 0.46, 3.93], [2.77, -0.22, 1.39], [3.65, 1.12, 1.91], [4.68, 1.42, 3.67], [4.94, 0.05, 4.78], [0.77, 1.05, 4.62], [1.24, 2.14, 4.23], [1.43, 0.26, 5.48], [-0.46, 0.58, 4.29], [0.90, -0.42, 6.00], [2.31, 0.46, 5.91], [-0.47, -0.42, 4.46], [-1.12, 1.02, 3.68], [0.46, -2.92, 2.94], [0.69, -2.29, 1.91], [1.26, -2.93, 4.02], [-0.60, -3.75, 3.12], [2.17, -2.47, 3.98], [1.04, -3.53, 4.79], [-0.55, -4.38, 3.89], [-1.07, -4.06, 2.28]],
  "lowdin_charge": [-0.65, 0.00, 0.15, 0.15, 0.04, 0.09, 0.09, 0.10, -0.70, -0.02, 0.17, 0.16, 0.04, 0.04, 0.04, 0.10, -0.72, 0.01, 0.16, 0.18, 0.11, 0.09, 0.09, 0.06, -0.66, 0.00, 0.16, 0.15, 0.09, 0.04, 0.11, 0.10, -0.69, 0.01, 0.15, 0.19, 0.11, 0.06, 0.05, 0.08, -0.65, -0.01, 0.16, 0.20, 0.11, 0.08, 0.10, 0.09, -0.67, 0.03, 0.13, 0.17, 0.10, 0.09, 0.10, 0.06, -0.64, -0.02, 0.17, 0.16, 0.10, 0.12, 0.09, 0.07, -0.69, -0.01, 0.17, 0.20, 0.11, 0.11, 0.08, 0.06, -0.65, -0.01, 0.19, 0.19, 0.03, 0.05, 0.08, 0.08, -0.65, -0.04, 0.20, 0.18, 0.10, 0.10, 0.11, 0.11, -0.68, -0.02, 0.15, 0.18, 0.09, 0.10, 0.09, 0.07, -0.65, -0.01, 0.18, 0.17, 0.07, 0.10, 0.09, 0.11],
  "de_lowest_kj_mol": 318.6,
  "lumo_ev": 0.261,
  "homo_ev": -8.5
}



Record 6
{
  "formula": "C2H4N2S",
  "method": "wB97M-V/def2-TZVPD",
  "symbols": ["C", "C", "N", "N", "S", "H", "H", "H", "H"],
  "xyz": [[0.74, -1.71, 2.58], [-0.30, 0.11, -0.13], [0.11, -0.93, 3.15], [1.55, -1.93, -0.56], [1.06, -0.72, -1.12], [0.22, 0.98, 0.51], [-0.84, -0.55, 0.59], [-1.12, 0.48, -0.79], [1.03, -2.52, 1.93]],
  "mulliken_spin": [0.01, 0.21, 0.00, 1.20, 0.57, 0.02, -0.01, 0.00, 0.00],
  "de_lowest_kj_mol": 168.6,
  "multiplicity": 3,
  "lumo_ev": [0.944, -1.806],
  "homo_ev": [-7.7, -12.1]
}



no.,maximum force (eV Å⁻¹),calculated total energy (Eh)
1,4.4,-12086.20731
2,3.6,-2626.94010
3,1.3,-2651.14104
4,4.6,-234.57554
5,4.2,-2928.85114
6,8.7,-586.13280